#i
Density functional theory data (ωB97M-V with the def2-TZVPD basis set) for a 2-piece molecular cluster, C10H13NO overall.

Each atom is followed by the atoms it is bonded to, with distances in Å.
Cartesian coordinates (Å):
1 C 2.93605 -2.00156 0.89898  C2 1.502, H11 1.156, H12 1.028, H13 1.173
2 C 1.78590 -1.35233 0.18419  C1 1.502, C3 1.355, C10 1.467
3 C 0.97850 -1.71226 -0.84317  C2 1.355, N4 1.302, H14 1.058
4 N 0.09649 -0.78822 -1.09526  C3 1.302, C5 1.342, H15 0.933
5 C 0.12199 0.19124 -0.17853  N4 1.342, C6 1.404, C10 1.451
6 C -0.56566 1.38920 0.07429  C5 1.404, C7 1.414, H16 1.090
7 C -0.12677 2.22612 1.12636  C6 1.414, C8 1.415, H17 1.060
8 C 0.94738 1.81919 1.95244  C7 1.415, C9 1.377, H18 1.106
9 C 1.64094 0.63926 1.80002  C8 1.377, C10 1.381, H19 1.187
10 C 1.25274 -0.08233 0.68844  C2 1.467, C5 1.451, C9 1.381
11 H 3.81562 -1.29826 1.15938  C1 1.156
12 H 3.18589 -2.87576 0.41927  C1 1.028
13 H 2.74725 -2.13444 2.04953  C1 1.173
14 H 0.99832 -2.74281 -1.08128  C3 1.058
15 H -0.50106 -0.68648 -1.80433  N4 0.933
16 H -1.49083 1.72961 -0.39152  C6 1.090
17 H -0.68013 3.11922 1.26480  C7 1.060
18 H 1.29842 2.63110 2.61644  C8 1.106
19 H 2.58423 0.41690 2.48575  C9 1.187
20 C -3.59853 0.59939 -1.99055  O21 1.472, H22 1.224, H23 1.082, H24 1.040
21 O -2.98894 -0.72967 -2.16156  C20 1.472, H25 0.932
22 H -2.90956 1.08619 -1.10337  C20 1.224
23 H -4.62952 0.70223 -1.67705  C20 1.082
24 H -3.55854 1.19462 -2.84241  C20 1.040
25 H -3.34017 -1.34015 -1.55086  O21 0.932

orbital gap: 8.418 eV
molar mass: 163.22 g mol⁻¹
charge: 0
structure (SMILES): Cc1c[nH]c2ccccc12.CO

#ii
Density functional theory data (ωB97M-V with the def2-TZVPD basis set) for an isolated molecule of C10H13NO.

Each atom is followed by the atoms it is bonded to, with distances in Å.
Cartesian coordinates (Å):
1 C -2.98206 0.95384 -0.55906  C2 1.445, C3 1.341, H13 1.076
2 C -1.74122 1.47731 -0.03642  C1 1.445, C4 1.345, H14 1.079
3 C -3.25362 -0.34953 -0.40156  C1 1.341, O12 1.347, H15 1.080
4 C -0.95550 0.65859 0.68530  C2 1.345, C6 1.493, C7 1.456
5 C 0.43887 -1.33577 -0.07963  C8 1.498, N11 1.229
6 C 0.48435 0.88080 1.00991  C4 1.493, C8 1.558, H16 1.089, H17 1.092
7 C -1.33926 -0.73222 0.88212  C4 1.456, O12 1.382, H18 1.083
8 C 1.27494 -0.10572 0.09890  C5 1.498, C6 1.558, C9 1.533, C10 1.531
9 C 1.49867 0.52453 -1.28088  C8 1.533, H19 1.088, H20 1.088, H21 1.089
10 C 2.61178 -0.48451 0.74211  C8 1.531, H22 1.088, H23 1.089, H24 1.088
11 N 0.50870 -2.43964 -0.61467  C5 1.229, H25 1.022
12 O -2.51388 -1.20624 0.32827  C3 1.347, C7 1.382
13 H -3.63693 1.58803 -1.13100  C1 1.076
14 H -1.45199 2.49064 -0.26850  C2 1.079
15 H -4.11696 -0.84061 -0.82556  C3 1.080
16 H 0.78769 1.91123 0.82805  C6 1.089
17 H 0.68389 0.63236 2.05420  C6 1.092
18 H -1.14790 -1.20615 1.83712  C7 1.083
19 H 2.15284 1.39067 -1.20080  C9 1.088
20 H 0.54927 0.83922 -1.70926  C9 1.088
21 H 1.95814 -0.19216 -1.95967  C9 1.089
22 H 3.18540 -1.12865 0.07898  C10 1.088
23 H 2.44184 -1.01747 1.67612  C10 1.089
24 H 3.19957 0.40721 0.94888  C10 1.088
25 H 1.36339 -2.71577 -1.10295  N11 1.022

orbital gap: 7.595 eV
molar mass: 163.22 g mol⁻¹
charge: 0

It is #i that is the most stable of them.

#i
Density functional theory data (ωB97M-V with the def2-TZVPD basis set) for a 2-piece molecular cluster, C10H13NO overall.

Each atom is followed by the atoms it is bonded to, with distances in Å.
Cartesian coordinates (Å):
1 C -0.70390 1.01349 -2.48534  C2 1.523, H11 1.082, H12 1.089, H13 1.126
2 C 0.23031 1.33769 -1.32706  C1 1.523, C3 1.370, C10 1.399
3 C 0.90665 2.52881 -1.30584  C2 1.370, N4 1.444, H14 1.017
4 N 1.54260 2.69939 -0.02103  C3 1.444, C5 1.464, H15 0.929
5 C 1.28675 1.53713 0.83136  N4 1.464, C6 1.408, C10 1.472
6 C 1.39838 1.26474 2.20779  C5 1.408, C7 1.307, H16 1.087
7 C 0.78573 0.28804 2.82416  C6 1.307, C8 1.421, H17 1.023
8 C 0.02124 -0.51512 1.93564  C7 1.421, C9 1.377, H18 1.076
9 C -0.20620 -0.32610 0.59073  C8 1.377, C10 1.409, H19 0.997
10 C 0.36066 0.79795 -0.04251  C2 1.399, C5 1.472, C9 1.409
11 H -1.29030 1.87683 -2.77108  C1 1.082
12 H -1.44583 0.29270 -2.14341  C1 1.089
13 H -0.20536 0.74063 -3.45772  C1 1.126
14 H 1.11238 3.10576 -2.11764  C3 1.017
15 H 1.65556 3.50461 0.42759  N4 0.929
16 H 2.14844 1.98056 2.53472  C6 1.087
17 H 0.91018 0.19904 3.83584  C7 1.023
18 H -0.54400 -1.36769 2.27070  C8 1.076
19 H -0.95420 -0.86244 0.20676  C9 0.997
20 C -1.11429 -3.29684 -0.66863  O21 1.398, H22 1.189, H23 1.038, H24 1.073
21 O -1.08417 -4.14639 0.44153  C20 1.398, H25 1.067
22 H -0.49997 -2.28225 -0.74907  C20 1.189
23 H -2.08665 -2.94478 -0.75442  C20 1.038
24 H -0.67728 -3.85957 -1.47148  C20 1.073
25 H -1.54673 -3.56619 1.20842  O21 1.067

orbital gap: 8.974 eV
molar mass: 163.22 g mol⁻¹
charge: 0
structure (SMILES): Cc1c[nH]c2ccccc12.CO

#ii
Density functional theory data (ωB97M-V with the def2-TZVPD basis set) for a 2-piece molecular cluster, C10H13NO overall.

Each atom is followed by the atoms it is bonded to, with distances in Å.
Cartesian coordinates (Å):
1 C -1.80463 1.51556 0.15203  C2 1.425, H11 1.035, H12 1.071, H13 1.071
2 C -1.77271 0.09309 0.22199  C1 1.425, C3 1.386, C10 1.498
3 C -2.76891 -0.86954 0.17621  C2 1.386, N4 1.430, H14 1.064
4 N -2.21952 -2.13905 -0.18804  C3 1.430, C5 1.424, H15 0.953
5 C -0.80140 -2.01562 -0.23612  N4 1.424, C6 1.383, C10 1.406
6 C 0.16706 -2.91670 -0.63843  C5 1.383, C7 1.350, H16 1.080
7 C 1.44187 -2.49526 -0.78046  C6 1.350, C8 1.413, H17 1.170
8 C 1.75931 -1.11851 -0.74456  C7 1.413, C9 1.385, H18 1.060
9 C 0.81493 -0.21449 -0.28818  C8 1.385, C10 1.406, H19 1.042
10 C -0.50768 -0.64826 -0.08714  C2 1.498, C5 1.406, C9 1.406
11 H -1.97176 1.63619 -0.86231  C1 1.035
12 H -0.84005 1.97894 0.10430  C1 1.071
13 H -2.49725 1.77972 0.92475  C1 1.071
14 H -3.82190 -0.73453 0.24915  C3 1.064
15 H -2.73533 -2.93951 -0.21153  N4 0.953
16 H -0.15273 -3.91377 -0.90186  C6 1.080
17 H 2.21048 -3.31608 -1.10487  C7 1.170
18 H 2.74032 -0.80062 -0.98993  C8 1.060
19 H 1.04553 0.77414 -0.05367  C9 1.042
20 C 1.82730 4.37164 1.01971  O21 1.363, H22 1.154, H23 1.123, H24 1.007
21 O 2.97808 3.64274 0.98587  C20 1.363, H25 0.995
22 H 1.32279 4.09258 2.01975  C20 1.154
23 H 2.03636 5.47390 1.07347  C20 1.123
24 H 1.09627 4.33031 0.32785  C20 1.007
25 H 3.14850 3.25862 0.08387  O21 0.995

orbital gap: 8.532 eV
molar mass: 163.22 g mol⁻¹
charge: 0
structure (SMILES): Cc1c[nH]c2ccccc12.CO

It is #ii that is the most stable of them.